{"formula": "C37H43Ge2N3PbSSeSi", "method": "wB97M-V/def2-TZVPD", "largest_force_ev_per_a": 1.75, "multiplicity": 1, "homo_lumo_gap_ev": [5.42, 5.83], "total_energy_ha": -9035.65711, "lumo_ev": [4.3, 4.3], "e_above_lowest_kcal_mol": 0.0, "total_charge": -2, "species": ["Pb", "C", "Ge", "C", "C", "C", "H", "H", "H", "H", "H", "H", "H", "H", "H", "H", "H", "S", "C", "N", "C", "C", "C", "N", "H", "H", "H", "H", "Se", "C", "C", "C", "N", "C", "C", "H", "H", "H", "H", "C", "Ge", "C", "C", "C", "C", "C", "C", "C", "C", "C", "C", "C", "C", "C", "C", "C", "C", "C", "C", "H", "H", "H", "H", "H", "H", "H", "H", "H", "H", "H", "H", "H", "H", "H", "C", "Si", "C", "C", "C", "C", "H", "H", "H", "H", "H", "H", "H", "H", "H"], "xyz": [[0.037034, -0.285056, 1.058380], [2.648420, 3.453519, 0.282722], [3.123971, 1.718020, 1.090922], [2.840293, 1.808659, 3.037912], [5.095377, 1.456068, 0.844097], [2.191390, 0.205690, 0.297536], [2.877531, 4.275283, 0.963106], [1.577402, 3.455356, 0.080081], [3.180974, 3.614104, -0.656557], [3.295781, 2.700745, 3.472046], [3.262780, 0.931539, 3.533245], [1.767019, 1.834773, 3.242183], [5.664235, 2.247458, 1.337309], [5.354420, 1.453434, -0.216845], [5.398105, 0.497192, 1.270032], [2.733314, -0.730958, 0.444359], [2.001024, 0.346730, -0.766273], [-0.704750, 2.332224, -0.154827], [-2.219476, 1.302175, -0.189115], [-3.035018, 1.622666, -1.377335], [-3.968712, 2.604797, -1.293697], [-4.474980, 2.983735, -0.100904], [-3.934456, 2.332442, 1.065618], [-2.943577, 1.522869, 1.046527], [-2.483766, 1.572351, -2.219129], [-4.323490, 3.010864, -2.233833], [-5.263217, 3.717121, -0.015833], [-4.384328, 2.523284, 2.041439], [-0.856243, 1.173192, 3.629803], [-0.151034, 0.364734, 5.179328], [-0.729016, 0.591898, 6.438091], [-0.205624, -0.025193, 7.556560], [0.854742, -0.837998, 7.545901], [1.404073, -1.054488, 6.347584], [0.947362, -0.505975, 5.164429], [-1.590234, 1.243832, 6.517484], [-0.662778, 0.126517, 8.531988], [2.266712, -1.716239, 6.343500], [1.428569, -0.746773, 4.224784], [-1.754252, -0.136189, -0.339729], [-3.124863, -1.529018, -0.014349], [-2.945502, -2.516987, -1.738571], [-2.294931, -3.727923, -1.952332], [-2.149843, -4.246984, -3.234199], [-2.632550, -3.549874, -4.331236], [-3.258643, -2.323892, -4.139350], [-3.411128, -1.820875, -2.856788], [-2.960935, -2.593376, 1.651369], [-2.949507, -1.844016, 2.827067], [-2.759502, -2.449544, 4.061454], [-2.585848, -3.825090, 4.133646], [-2.614890, -4.584936, 2.972329], [-2.800375, -3.972026, 1.741436], [-5.112593, -1.224405, 0.034273], [-5.689632, -0.388003, 0.989925], [-7.067687, -0.285796, 1.120529], [-7.903838, -1.026558, 0.297042], [-7.348037, -1.863326, -0.660202], [-5.968187, -1.957293, -0.788181], [-1.870297, -4.255239, -1.108479], [-1.649934, -5.199505, -3.379321], [-2.510690, -3.947635, -5.332625], [-3.620597, -1.756918, -4.990296], [-3.892532, -0.857810, -2.707968], [-3.059699, -0.766076, 2.774782], [-2.718448, -1.847682, 4.961324], [-2.421638, -4.302180, 5.093392], [-2.474918, -5.660151, 3.027784], [-2.809063, -4.576932, 0.841941], [-5.049649, 0.195571, 1.639194], [-7.494061, 0.371339, 1.870551], [-8.980912, -0.955994, 0.401804], [-7.993411, -2.449315, -1.306233], [-5.549248, -2.617162, -1.539023], [1.940137, -5.836617, -1.410871], [1.069075, -5.520270, 0.245487], [-0.400541, -6.726221, 0.237965], [2.233145, -6.136739, 1.612964], [0.665631, -3.766516, 0.464041], [0.420005, -2.578147, 0.624792], [2.158069, -6.897651, -1.556990], [2.880798, -5.284040, -1.470163], [1.312668, -5.500671, -2.240284], [-0.049074, -7.755265, 0.131951], [-1.079120, -6.519142, -0.593589], [-0.980985, -6.664239, 1.161696], [2.310454, -7.226778, 1.616443], [1.873451, -5.818192, 2.594020], [3.236650, -5.724777, 1.482801]], "forces_ev_per_a": [[-0.55, 0.89, -1.41], [-0.03, -0.26, 0.03], [0.25, 0.23, 0.19], [-0.04, -0.07, -0.20], [-0.29, -0.01, -0.04], [-0.42, -0.22, 0.60], [0.05, -0.03, 0.03], [0.03, 0.07, 0.01], [0.02, -0.03, 0.00], [0.05, 0.02, -0.06], [0.01, 0.00, -0.02], [0.07, 0.02, 0.03], [-0.03, 0.02, 0.01], [0.00, 0.00, 0.00], [0.00, 0.00, 0.01], [0.03, 0.03, 0.00], [-0.14, 0.03, 0.02], [-0.10, 0.36, 0.02], [0.83, 0.07, -0.05], [-0.18, -0.02, -0.01], [-0.02, -0.18, 0.05], [-0.04, 0.26, -0.04], [0.34, -0.13, -0.06], [-0.39, 0.18, 0.32], [0.00, -0.01, -0.03], [0.00, 0.00, -0.02], [0.00, 0.00, -0.08], [-0.07, -0.04, -0.03], [0.03, -0.20, -0.20], [0.05, -0.14, -0.05], [0.04, 0.00, -0.08], [0.06, -0.06, 0.06], [0.02, -0.02, 0.04], [0.01, -0.04, 0.06], [-0.08, 0.06, 0.04], [0.00, -0.02, 0.05], [-0.02, 0.07, -0.04], [-0.02, 0.00, -0.06], [0.05, -0.02, 0.04], [-0.07, -0.52, 1.03], [-0.01, -0.06, -0.36], [-0.02, -0.05, 0.27], [-0.07, 0.05, 0.04], [0.05, -0.10, -0.04], [0.00, 0.01, -0.03], [-0.02, 0.01, 0.01], [-0.01, -0.01, 0.01], [0.28, 0.17, -0.31], [0.00, 0.04, 0.03], [0.00, -0.07, 0.02], [-0.02, 0.01, 0.04], [-0.02, -0.10, 0.04], [-0.04, -0.02, -0.10], [0.32, 0.16, -0.06], [-0.02, 0.01, 0.06], [-0.05, -0.01, 0.02], [-0.02, -0.01, -0.03], [-0.08, 0.00, 0.00], [0.04, 0.00, 0.01], [0.04, -0.07, 0.01], [0.02, 0.03, 0.02], [0.01, -0.02, 0.02], [0.00, -0.02, 0.00], [0.01, -0.01, -0.06], [0.10, 0.06, 0.04], [0.00, 0.05, -0.01], [0.02, 0.00, -0.01], [-0.01, 0.02, -0.01], [0.03, -0.03, 0.02], [-0.05, -0.08, 0.00], [0.03, 0.01, 0.00], [0.00, 0.01, 0.00], [0.02, 0.00, -0.01], [-0.05, -0.02, 0.01], [-0.07, 0.24, 0.13], [0.23, -0.56, -0.12], [-0.06, 0.42, 0.09], [-0.13, 0.24, -0.07], [0.00, -0.43, -0.07], [0.14, -0.27, 0.30], [-0.02, -0.03, 0.07], [-0.01, 0.01, 0.01], [-0.01, 0.00, 0.02], [0.11, 0.02, -0.01], [-0.01, 0.02, 0.01], [0.01, 0.03, -0.01], [-0.02, -0.02, -0.07], [-0.02, -0.01, -0.02], [-0.01, 0.03, 0.00]], "mulliken_charge": [1.444, -0.790, 0.736, -0.923, -1.341, -1.303, 0.366, 0.089, 0.332, 0.418, 0.289, 0.081, 0.352, 0.362, 0.360, 0.433, 0.435, -0.577, -0.292, 0.054, -0.464, -0.847, -0.258, 0.194, 0.302, 0.395, 0.367, 0.413, -0.364, 0.429, -0.470, -0.299, -0.689, -0.537, -0.238, 0.355, 0.331, 0.345, 0.393, -0.679, 0.620, 0.251, -0.121, -0.497, -0.535, -0.691, -0.341, 0.829, -0.457, -0.719, -0.711, -0.604, -0.006, 0.354, 0.138, -0.894, -0.448, -0.645, -0.337, -0.341, 0.368, 0.353, 0.373, 0.425, 0.281, 0.395, 0.361, 0.329, 0.308, 0.148, 0.381, 0.340, 0.380, 0.287, -1.050, -0.114, -0.843, -1.086, -0.078, -0.259, 0.291, 0.316, 0.278, 0.435, 0.277, 0.155, 0.303, 0.288, 0.308]}


{"formula": "C29H59IrN5SSi6Te", "method": "wB97M-V/def2-TZVPD", "largest_force_ev_per_a": 4.14, "multiplicity": 6, "homo_lumo_gap_ev": [5.47, 5.44], "total_energy_ha": -3921.17389, "lumo_ev": [-5.9, -7.7], "e_above_lowest_kcal_mol": 0.0, "total_charge": 2, "species": ["Ir", "C", "C", "N", "N", "C", "N", "S", "C", "C", "C", "C", "C", "N", "H", "H", "H", "H", "H", "H", "H", "H", "H", "H", "C", "Si", "C", "C", "C", "C", "C", "C", "C", "C", "N", "Si", "C", "C", "C", "H", "H", "H", "H", "H", "H", "H", "H", "H", "H", "H", "H", "H", "H", "H", "H", "H", "H", "H", "H", "H", "H", "C", "Si", "C", "C", "Si", "Te", "Si", "C", "C", "C", "Si", "C", "C", "C", "H", "H", "H", "H", "H", "H", "H", "H", "H", "H", "H", "H", "H", "H", "H", "H", "H", "H", "H", "H", "H", "H", "H", "H", "H", "H", "H"], "xyz": [[12.851608, -16.655055, -5.388041], [13.085519, -19.572153, -8.624338], [13.057824, -18.373833, -7.758039], [13.130210, -18.351480, -6.396080], [13.297221, -19.558328, -5.732819], [13.212296, -19.570953, -4.405091], [13.198717, -20.804922, -3.885790], [13.323529, -18.011376, -3.640926], [12.804749, -17.063391, -8.295677], [12.651427, -16.849064, -9.678067], [12.420973, -15.547667, -10.107619], [12.373104, -14.496142, -9.163073], [12.619959, -14.738792, -7.843597], [12.743979, -16.016712, -7.391330], [12.790847, -19.244863, -9.628289], [12.416923, -20.350660, -8.277199], [14.090830, -19.971497, -8.760184], [13.271173, -20.402245, -6.338046], [13.068534, -21.603915, -4.508821], [13.260528, -21.027843, -2.873824], [12.653961, -17.667614, -10.380033], [12.306412, -15.338167, -11.147939], [12.221581, -13.480871, -9.545985], [12.808245, -13.935442, -7.152103], [9.164497, -13.665899, -6.093738], [10.040298, -13.524304, -4.433682], [8.839404, -12.566751, -3.272964], [11.672561, -12.556819, -4.700064], [10.644035, -15.139893, -3.617127], [10.119432, -16.307229, -4.222510], [8.888724, -16.901454, -3.704044], [8.232210, -17.821533, -4.487645], [8.783706, -18.246582, -5.676993], [10.022221, -17.775021, -6.079559], [10.787760, -16.986201, -5.298629], [11.375206, -15.011005, -1.887412], [10.643101, -13.572022, -0.805809], [11.087810, -16.602434, -0.870798], [13.171519, -14.605983, -1.983240], [9.192226, -12.687274, -6.600976], [8.086404, -14.011144, -6.004358], [9.637571, -14.429404, -6.708687], [7.946597, -12.102904, -3.784752], [9.392206, -11.739479, -2.709072], [8.463454, -13.279288, -2.487228], [11.450526, -11.912451, -5.588013], [12.551452, -13.212069, -4.928287], [11.932230, -11.875216, -3.864404], [8.559330, -16.623189, -2.725996], [7.266009, -18.161993, -4.169982], [8.227815, -18.912407, -6.322713], [10.447011, -18.011511, -7.115291], [9.504080, -13.570605, -0.732624], [10.987484, -12.605896, -1.174343], [10.980986, -13.697556, 0.276661], [12.004074, -17.199725, -0.836780], [10.287535, -17.274674, -1.213134], [10.831260, -16.316607, 0.189005], [13.585689, -14.283028, -2.939445], [13.745339, -15.531708, -1.748170], [13.425587, -13.863568, -1.196794], [16.978919, -14.200243, -1.665015], [17.917248, -13.876912, -3.272770], [18.716082, -15.458619, -3.825907], [19.365036, -12.701223, -3.026215], [16.436809, -12.947502, -4.774675], [14.986384, -15.144006, -5.256008], [15.568553, -10.897307, -4.046786], [14.466957, -11.008994, -2.584913], [16.844058, -9.618357, -3.666133], [14.476008, -10.157447, -5.364954], [17.591262, -12.674219, -6.873781], [18.779044, -11.182773, -6.583494], [16.419391, -12.264103, -8.290549], [18.559195, -14.213788, -7.258124], [17.584207, -13.803318, -0.806228], [16.786885, -15.288473, -1.452446], [16.014935, -13.653150, -1.637300], [19.096857, -15.949902, -2.880989], [19.563577, -15.355408, -4.498135], [17.998707, -16.178973, -4.238451], [20.205529, -12.976204, -3.723112], [19.791774, -12.709852, -1.992804], [19.187968, -11.646291, -3.220334], [15.008074, -11.439968, -1.694251], [13.547849, -11.576271, -2.778576], [14.239801, -9.966118, -2.267875], [17.389770, -9.748264, -2.696831], [16.309170, -8.630995, -3.609185], [17.632425, -9.579740, -4.447214], [13.965006, -11.019594, -5.808708], [15.006763, -9.638040, -6.163553], [13.717850, -9.498371, -4.854836], [18.431745, -10.227214, -6.957070], [19.781383, -11.393658, -7.071234], [18.989799, -11.063590, -5.504904], [15.726709, -11.462210, -7.928280], [15.795082, -13.122431, -8.593772], [16.931408, -11.856711, -9.160234], [19.341178, -14.463755, -6.484701], [19.129341, -14.031904, -8.209427], [17.926324, -15.124421, -7.354766]], "forces_ev_per_a": [[1.02, 0.42, -1.75], [0.37, 0.32, -0.42], [-0.55, 2.10, -0.27], [0.33, -1.66, -0.37], [-0.55, 0.06, -1.07], [0.67, -0.32, -1.33], [-0.10, -0.45, 1.66], [-0.22, -0.78, 1.96], [0.19, -1.24, 0.61], [-0.44, 1.80, -0.28], [0.06, -1.04, 1.04], [0.25, 0.58, -1.07], [0.01, -0.96, -0.35], [-0.03, 0.57, 0.06], [-0.13, -0.59, 0.45], [-0.22, -0.29, -0.05], [0.13, -0.20, 0.24], [0.09, 0.77, 0.86], [0.15, 0.47, 0.48], [-0.10, 0.61, -1.24], [0.17, 0.19, -0.04], [-0.15, 0.11, -0.48], [0.16, -0.36, 0.42], [-0.44, 0.05, 0.36], [-0.91, -0.89, 0.31], [-0.11, 1.36, 0.30], [0.15, 0.32, 0.79], [-0.20, 0.21, -0.48], [-0.24, 0.71, 0.11], [-0.61, -3.45, -0.33], [2.06, 0.73, -1.54], [0.15, 0.29, 0.74], [0.30, 0.16, -1.21], [0.52, -0.76, -1.11], [-2.72, 2.58, 1.76], [-0.94, 0.29, 1.67], [-1.04, -0.93, 0.64], [-0.19, 0.25, 0.49], [1.39, -0.52, 0.45], [-0.04, -0.41, 0.16], [1.17, 0.59, 0.06], [0.20, 0.09, -0.37], [1.05, -0.59, 0.34], [-0.77, -1.09, -0.77], [0.15, 0.78, -0.79], [0.43, -0.35, 0.58], [-0.68, 0.54, 0.17], [-0.22, -0.51, -0.44], [-0.40, 0.46, 0.19], [-0.24, -0.39, 0.11], [0.07, 0.07, -0.09], [-0.49, 0.00, 1.78], [1.54, 0.05, -0.20], [-0.11, 0.09, 0.11], [-0.08, 0.06, -1.45], [-0.06, 0.03, 0.02], [0.18, 0.28, -0.02], [0.29, -0.21, -1.03], [-0.33, 0.32, 0.08], [-0.22, 0.47, 0.02], [-0.11, -0.38, -0.49], [-0.11, -0.01, 0.86], [0.77, -0.47, 0.98], [-0.05, -1.17, 0.93], [1.14, 0.35, -0.04], [0.02, 0.18, -0.80], [0.83, 0.10, -0.03], [-0.72, 0.83, -0.15], [0.25, -0.26, 1.81], [1.38, 0.53, 0.54], [-0.58, -0.24, 0.07], [0.26, 0.66, -0.34], [0.89, -1.00, 0.26], [-0.93, 0.34, 0.73], [1.11, -0.75, 0.10], [-0.46, -0.39, -0.69], [0.14, 0.99, -0.34], [0.41, -0.38, 0.03], [-0.23, 0.51, -0.86], [-0.06, 0.07, -0.06], [0.17, 0.10, -0.09], [-0.79, 0.10, 0.61], [-0.44, -0.33, -0.67], [-0.28, 0.17, -0.05], [-0.63, 0.17, -0.79], [0.27, 0.22, 0.27], [-0.13, -0.59, -0.35], [-0.53, 0.00, -0.69], [0.48, -0.85, -0.19], [-0.52, 0.28, 0.36], [-0.34, 0.30, -0.16], [-0.10, 0.14, 0.10], [0.75, -0.52, -0.69], [-0.28, 0.09, -0.13], [-1.14, 0.13, 0.45], [0.01, -0.02, -0.44], [0.41, -0.55, -0.33], [0.27, 0.27, 0.05], [0.16, -0.12, -0.05], [-0.80, 0.38, -0.70], [-0.60, -0.29, 0.68], [0.36, 0.61, -0.13]], "lowdin_spin": [1.290, 0.044, 0.284, 0.312, 0.027, 0.041, 0.027, 0.096, 0.068, 0.072, 0.027, 0.095, 0.043, 0.171, 0.000, 0.009, 0.014, 0.002, 0.001, 0.001, 0.003, 0.000, 0.004, 0.012, -0.003, 0.063, 0.021, 0.031, 0.608, 0.129, 0.032, 0.013, 0.003, 0.019, 0.131, 0.073, 0.016, 0.003, 0.038, 0.000, 0.000, 0.000, 0.002, 0.001, 0.000, 0.003, 0.007, 0.001, 0.002, 0.001, 0.001, 0.003, 0.000, 0.000, 0.002, 0.001, 0.000, 0.000, 0.015, 0.002, 0.002, 0.004, 0.035, 0.005, 0.012, 0.110, 0.894, 0.009, 0.001, 0.003, 0.001, 0.030, 0.009, 0.004, 0.003, 0.000, 0.002, 0.000, 0.000, 0.000, 0.005, 0.000, 0.002, 0.000, 0.000, 0.000, 0.000, 0.000, 0.000, 0.000, 0.000, 0.000, 0.000, 0.000, 0.001, 0.000, 0.000, 0.002, 0.000, 0.000, 0.000, 0.002]}


Number 1 is which compound? C37H43Ge2N3PbSSeSi